1.
This record from the Open Molecules 2025 dataset describes a 2-piece molecular cluster, C2H4Cl4O overall at a distorted geometry. The level of theory is the ωB97M-V functional and the def2-TZVPD basis.

Geometry (Å):
Cl: 0.3949 1.3517 2.6085
Cl: -2.1489 2.7537 2.2644
Cl: 0.0000 0.0000 0.0000
Cl: 0.1164 3.3974 0.6078
O: 1.3707 -0.5541 -2.7799
C: -0.7395 2.0801 1.4244
C: -1.3183 1.0208 0.5028
H: -1.6902 1.4655 -0.4403
H: 0.4337 -0.2651 -2.8629
H: 1.8426 -0.0748 -3.4981
H: -2.1367 0.4128 0.9339

Atoms 1-3, force components in eV/Å:
-0.48 0.35 0.09
-0.08 0.29 0.28
0.41 -1.00 -0.79

Computed properties:
ΔE to the lowest compared entry with this formula, charge and spin: 2.9 kcal per mole
Orbital gap: 11.2702 eV
HOMO energy: -10.77 eV
Multiplicity: 1
Calculated total energy: -1994.598599 hartree

***

2.
This record from the Open Molecules 2025 dataset describes C22H18F9O2Ti as an isolated structure at a distorted geometry. The level of theory is the ωB97M-V functional and the def2-TZVPD basis.

Geometry (Å):
Ti: -0.0636 -0.0159 1.2752
F: -1.8680 1.5558 4.9757
F: 1.8657 -1.3814 4.3918
F: -0.5005 -2.4011 4.6932
F: -0.3428 1.2122 6.5263
F: 0.1699 2.3504 4.7150
F: 1.2079 -0.6633 6.3507
F: -1.2597 -1.1310 6.3139
F: -2.2601 -1.1246 4.3574
F: 2.1132 0.7255 4.9044
O: -0.4889 -0.1841 -1.5512
O: -0.1629 0.0347 3.1331
C: 0.1916 1.6096 -0.3438
C: 0.0775 -0.2201 -5.0010
C: -0.2248 1.7565 -6.3976
C: -0.3303 1.1492 -5.1613
C: 0.8029 -0.2167 -7.3117
C: -0.1411 -0.0297 4.5066
C: -1.0636 -1.1904 4.9899
C: -0.7904 -1.8479 0.1240
C: 1.2817 -0.3413 5.0444
C: 1.3661 1.6273 0.4984
C: -0.2447 -1.0078 -3.9035
C: -0.4779 2.2891 1.7501
C: 0.9350 2.1112 1.7677
C: 0.7366 -0.8668 -6.0951
C: -0.8509 -2.1993 1.5162
C: -0.9626 1.9544 0.4488
C: 1.4042 -1.8105 0.9904
C: 0.3407 1.0780 -7.4851
C: 0.4959 -2.2587 1.9796
C: -1.1509 -0.5812 -2.7302
C: -0.5569 1.3009 5.2004
C: 0.5977 -1.5939 -0.1839
H: 2.4886 -1.7015 1.0402
H: -0.7659 1.6729 -4.2935
H: -1.7921 0.2611 -3.0305
H: -1.0954 2.6702 2.5504
H: -1.6281 -1.8391 -0.5419
H: 0.9990 -1.3238 -1.1385
H: -0.5908 2.7623 -6.5510
H: 0.1860 1.4304 -1.3881
H: 2.3796 1.4099 0.1693
H: 0.8175 -2.7233 2.9009
H: -1.9859 1.9954 0.0858
H: 0.3985 1.5582 -8.4623
H: 1.2180 -0.7497 -8.1383
H: 1.6127 2.3739 2.5708
H: 1.0739 -1.8743 -5.9741
H: -1.8425 -1.4631 -2.6290
H: -1.7508 -2.3751 2.0739
H: 0.4315 -1.7732 -3.5329

Atoms 1-3, force components in eV/Å:
-0.21 0.21 0.87
0.89 0.00 0.21
-0.36 0.98 0.53

Computed properties:
Orbital gap (spin up / spin down): 4.8977 / 5.7021 eV
HOMO energy (spin up / spin down): -6.47 / -7.28 eV
Multiplicity: 2
Calculated total energy: -2747.729071 hartree

***

3.
This record from the Open Molecules 2025 dataset describes an isolated molecule of C2H3ClN2 at a distorted geometry. The level of theory is the ωB97M-V functional and the def2-TZVPD basis.

Geometry (Å):
Cl: 1.5908 1.7747 -0.0319
N: 3.1149 -1.6589 -0.1081
N: -0.2423 -0.2188 -0.3716
C: 0.9495 0.1403 0.3622
C: 2.1950 -0.9998 0.0356
H: 0.9396 0.0555 1.5184
H: -1.2279 -0.1249 0.1357
H: -0.3367 0.3568 -1.1590

Atoms 1-3, force components in eV/Å:
-0.12 -0.55 0.08
0.69 -0.73 -0.14
-2.00 -0.23 2.98

Computed properties:
ΔE to the lowest compared entry with this formula, charge and spin: 40.5 kcal per mole
Orbital gap: 11.3871 eV
HOMO energy: -10.85 eV
Multiplicity: 1
Calculated total energy: -647.657243 hartree

***

4.
This record from the Open Molecules 2025 dataset describes a 2-piece molecular cluster, C10H18FNOPS2 overall at a distorted geometry. The level of theory is the ωB97M-V functional and the def2-TZVPD basis.

Geometry (Å):
S: -3.9897 -3.1268 -1.3733
S: 2.4940 1.4131 -1.7078
P: -2.2944 -2.3051 -1.6770
F: 2.0447 -1.9567 2.5275
O: 2.1000 0.1138 -1.0830
N: -1.8582 -1.0715 -0.4525
C: -2.5990 0.0539 -0.5584
C: 0.4686 -0.1712 2.4056
C: 2.5028 2.6359 -0.3945
C: -1.3834 1.0006 1.2344
C: -0.2454 -2.5581 0.6547
C: -0.9037 -1.2297 0.5038
C: -0.6140 -0.1521 1.3522
C: 1.0404 2.0427 -2.5509
C: -2.3927 1.1127 0.2880
C: 1.8145 -0.7221 1.9466
H: 1.5531 2.6049 0.1423
H: 0.6839 -2.5830 0.0931
H: 1.7924 -0.8376 0.8724
H: 0.8322 1.3839 -3.3914
H: -0.8845 -3.3865 0.3835
H: 0.0137 -2.6950 1.6972
H: -1.1834 1.8292 1.8962
H: 2.6667 3.6241 -0.8225
H: 2.6330 -0.0672 2.2164
H: -3.3639 0.0910 -1.3156
H: -2.2263 -1.5251 -2.8395
H: -3.0014 1.9928 0.1893
H: 0.1929 2.0511 -1.8631
H: 0.6156 0.8591 2.7139
H: 0.1309 -0.6932 3.2972
H: 1.2431 3.0477 -2.9193
H: 3.3207 2.3936 0.2810
H: -1.2032 -3.1693 -1.7465

Atoms 1-3, force components in eV/Å:
0.31 0.17 0.10
0.12 0.01 -0.08
-1.25 -0.86 -0.29

Computed properties:
Orbital gap: 7.7806 eV
HOMO energy: -12.18 eV
Multiplicity: 1
Charge: +1
Calculated total energy: -1759.165650 hartree

***

5.
This record from the Open Molecules 2025 dataset describes a 2-piece molecular cluster, C5H13NO overall at a distorted geometry. The level of theory is the ωB97M-V functional and the def2-TZVPD basis.

Geometry (Å):
O: -1.8391 -0.3848 -2.7245
N: 0.7725 0.2914 -1.0304
C: 2.1017 0.8559 -0.8780
C: -0.1408 0.1957 0.0415
C: 0.0005 1.2582 1.1432
C: -0.7422 -0.9698 0.3684
C: -0.9453 -1.5423 1.7335
H: 0.6804 -0.4195 -1.7356
H: -1.9887 -1.6799 2.0322
H: -0.5224 -0.8774 2.4837
H: 2.6236 0.6505 -1.8088
H: 0.8020 1.9648 0.9469
H: -1.0630 -0.0200 -2.2728
H: -0.9782 1.7128 1.2144
H: 2.6952 0.2764 -0.1528
H: 1.9711 1.8683 -0.5159
H: -2.5080 0.1027 -2.2224
H: -0.4030 -2.4787 1.8509
H: 0.4015 0.7899 2.0348
H: -0.9176 -1.5942 -0.5084

Atoms 1-3, force components in eV/Å:
0.04 0.60 0.56
-1.61 0.77 -1.18
-0.60 -1.33 0.51

Computed properties:
ΔE to the lowest compared entry with this formula, charge and spin: 56.1 kcal per mole
Orbital gap: 8.4069 eV
HOMO energy: -7.52 eV
Multiplicity: 1
Calculated total energy: -328.229405 hartree

***

6.
This record from the Open Molecules 2025 dataset describes an isolated molecule of C6H13N at a distorted geometry. The level of theory is the ωB97M-V functional and the def2-TZVPD basis.

Geometry (Å):
N: 1.6604 -1.1347 -0.1582
C: 1.8990 0.1222 1.9748
C: -1.8093 0.6846 -1.3185
C: 0.9667 -0.5441 0.9676
C: -1.2777 -0.2195 -0.2413
C: -0.0900 0.4400 0.4701
C: -2.3581 0.3017 -2.4620
H: -0.4325 1.2372 1.1299
H: 2.5971 0.7354 1.4154
H: 1.2959 0.7193 2.6558
H: -2.5885 0.9962 -3.2593
H: -2.4414 -0.7591 -2.6666
H: 2.6382 -1.3239 0.0064
H: -2.1047 -0.3841 0.4561
H: -0.9949 -1.1707 -0.6770
H: 2.4109 -0.6229 2.5900
H: -1.8145 1.7470 -1.1110
H: 0.3991 -1.3366 1.4737
H: 0.4422 1.0977 -0.2386
H: 1.6021 -0.5858 -1.0072

Atoms 1-3, force components in eV/Å:
0.08 -0.33 -0.65
-0.48 -0.45 0.02
-0.51 0.14 -0.15

Computed properties:
ΔE to the lowest compared entry with this formula, charge and spin: 19.1 kcal per mole
Orbital gap: 10.2679 eV
HOMO energy: -9.09 eV
Multiplicity: 1
Calculated total energy: -291.128354 hartree